Entry from the OMol25 dataset: the ion HN2O3 with charge -1 at a distorted geometry (the ωB97M-V functional and the def2-TZVPD basis).

```
6
Properties=species:S:1:pos:R:3:forces:R:3:mulliken_charge:R:1
N -0.579004 -0.614871 -0.680109 -0.165 0.543 1.039 -0.25
N 0.530017 -0.235468 -0.168037 -0.168 -1.284 -1.377 0.93
O 0.462735 0.683655 0.858946 2.654 -0.569 -0.132 -0.52
O 1.644455 -0.604237 -0.601941 0.861 0.098 0.264 -0.82
O -1.619219 -0.067947 -0.050695 0.486 0.040 -0.484 -0.70
H -0.438983 0.838869 0.641836 -3.669 1.171 0.691 0.35
```
Positions in Å, forces in eV/Å.

- Structure (SMILES): O=NN([O-])O
- Frontier orbital gap: 7.79 eV
- Largest force on an atom: 3.9 eV/Å
- Total energy: -9135.1940 eV
- Charge: -1
- Relative energy (zero: lowest compared OMol25 entry of this formula, charge and spin): 38.7 kJ/mol



Entry from the OMol25 dataset: the ion C2H2BrO3 with charge -1 at a distorted geometry (the ωB97M-V functional and the def2-TZVPD basis).

```
8
Properties=species:S:1:pos:R:3:forces:R:3:mulliken_charge:R:1
C 0.296823 1.040541 0.048014 -1.512 -2.393 -0.864 0.59
C -0.222748 -0.483590 0.319594 -0.272 2.146 -0.931 0.04
O 1.092834 0.921720 -0.896486 1.121 1.497 -0.746 -0.76
O -0.176329 1.938976 0.736513 0.613 0.195 -0.069 -0.67
O 0.359716 -1.417810 -0.437738 1.518 0.340 -2.436 -0.52
Br -2.217158 -0.587033 0.137864 0.035 0.027 0.218 -0.31
H 0.041825 -0.540088 1.314104 -0.271 -1.086 2.545 0.24
H 0.825035 -0.872717 -1.221864 -1.232 -0.727 2.283 0.40
```
Positions in Å, forces in eV/Å.

- Structure (SMILES): O=C([O-])[C@H](O)Br
- Frontier orbital gap: 8.03 eV
- Largest force on an atom: 3.0 eV/Å
- Total energy: -78293.0447 eV
- Charge: -1
- Relative energy (zero: lowest compared OMol25 entry of this formula, charge and spin): 70.3 kJ/mol



Entry from the OMol25 dataset: a cluster of 2 separate species, C3H8F2O in total at a distorted geometry (the ωB97M-V functional and the def2-TZVPD basis).

```
14
Properties=species:S:1:pos:R:3:forces:R:3:mulliken_charge:R:1
F 0.317523 1.365241 0.284613 -0.839 0.565 1.159 -0.38
F 1.701037 0.222625 1.541460 0.008 -0.247 1.601 -0.23
C -0.552911 -1.401237 0.503004 -1.205 0.162 0.357 -1.00
C 1.257937 0.394818 0.310818 0.562 -0.812 -2.766 0.22
C 0.631113 -0.923308 -0.267822 2.001 0.426 -0.103 -0.35
H -0.390969 -1.471928 1.591762 0.050 0.042 -0.481 0.30
H -0.879706 -2.386925 0.131195 0.089 0.433 0.179 0.31
H -1.356409 -0.669711 0.313593 -0.045 -0.477 0.355 0.22
H 2.074927 0.899886 -0.243551 -0.083 -1.046 -0.168 0.18
H 1.430258 -1.687623 -0.216424 -0.182 0.411 -0.184 0.30
H 0.361060 -0.789838 -1.333043 0.301 0.160 0.526 0.29
O -1.586660 2.512684 -1.032621 -0.163 -0.959 0.245 -0.69
H -2.189535 1.736327 -1.078104 0.680 0.890 0.078 0.29
H -0.817668 2.198988 -0.504880 -1.174 0.452 -0.798 0.53
```
Positions in Å, forces in eV/Å.

- Structure (SMILES): CCC(F)F.O
- Frontier orbital gap: 11.77 eV
- Largest force on an atom: 2.9 eV/Å
- Total energy: -10723.0522 eV
- Charge: 0
- Relative energy (zero: lowest compared OMol25 entry of this formula, charge and spin): 0.0 kJ/mol



Entry from the OMol25 dataset: a cluster of 2 separate species, C7H9N in total at a distorted geometry (the ωB97M-V functional and the def2-TZVPD basis).

```
17
Properties=species:S:1:pos:R:3:forces:R:3:mulliken_charge:R:1
C -2.823251 0.444308 0.675695 -0.543 0.108 -0.317 -0.94
N -0.332430 1.570635 -1.408259 -0.947 0.178 -0.991 -0.59
C -0.030718 0.774743 -0.606117 1.365 1.502 0.366 0.33
C 0.888217 1.038259 0.557261 0.228 -0.033 1.537 -0.25
C 1.634694 0.034046 0.993037 -1.967 -0.318 -2.018 -0.50
C 1.461282 -1.061443 -0.044882 1.521 -0.735 -0.293 -0.15
C 0.308575 -1.903734 0.200142 -0.087 1.815 0.199 -0.34
C 0.159493 -0.987448 -0.842021 0.297 -1.453 0.851 -0.39
H -3.667666 -0.132116 1.039607 -0.056 -0.001 0.316 0.34
H -2.329577 0.991105 1.472583 0.115 -0.175 0.147 0.22
H -2.158796 -0.234799 0.156097 0.142 0.036 0.068 0.09
H -3.214485 1.174415 -0.032197 0.111 -0.027 -0.087 0.30
H 0.873465 2.033214 0.962146 -0.492 0.162 0.148 0.42
H 1.941086 -0.206946 1.993382 0.977 0.468 0.026 0.40
H 2.345674 -1.256928 -0.651168 0.105 -0.770 0.546 0.40
H -0.046091 -1.985489 1.222893 -0.581 -1.045 -0.405 0.28
H -0.003220 -1.145600 -1.889612 -0.188 0.290 -0.091 0.39
```
Positions in Å, forces in eV/Å.

- Frontier orbital gap: 6.72 eV
- Largest force on an atom: 2.8 eV/Å
- Total energy: -8887.7772 eV
- Charge: 0
- Relative energy (zero: lowest compared OMol25 entry of this formula, charge and spin): 712.0 kJ/mol



Entry from the OMol25 dataset: the molecule C19H24N4O4S at a distorted geometry (the ωB97M-V functional and the def2-TZVPD basis).

```
52
Properties=species:S:1:pos:R:3:forces:R:3:mulliken_charge:R:1
C -2.228214 -0.300289 1.562225 -0.086 0.189 -0.060 -0.36
H -3.184969 -0.397786 1.039958 0.020 0.008 -0.013 0.41
O -1.853605 -1.513088 2.172403 0.249 -0.240 0.116 -0.46
C -1.897732 -2.647953 1.332571 0.207 -0.214 0.001 -0.63
C -0.534094 -2.978369 0.699092 -0.503 0.014 0.502 -0.70
N -0.151837 -2.064078 -0.354316 -0.115 -0.103 -0.179 0.37
C 0.712755 -1.041910 -0.228316 -0.099 0.121 0.433 0.63
O 0.958026 -0.296760 -1.174564 0.245 0.203 -0.201 -0.93
C 1.422297 -0.826900 1.096111 0.017 0.118 -0.096 -0.94
H 1.748837 0.213992 1.103095 -0.140 -0.133 -0.039 0.52
H 0.762157 -0.989662 1.945902 -0.004 -0.035 0.018 0.56
C 2.669305 -1.729435 1.183469 -0.092 -0.156 0.035 -1.15
C 3.233134 -1.936597 -0.200359 0.164 -0.163 0.409 0.44
O 3.076986 -2.952054 -0.838516 -0.105 -0.158 -0.084 -0.64
N 3.934743 -0.896703 -0.767404 0.281 -0.268 -0.693 0.00
C 4.256415 0.332688 -0.273765 0.532 0.937 -0.364 0.35
N 4.055658 0.774591 0.917559 -0.333 -0.777 0.220 -0.24
C 4.521447 2.038719 1.070645 0.364 0.613 -0.387 -0.72
C 5.100164 2.589505 -0.022532 -0.047 -0.079 0.041 -0.19
S 5.070112 1.478320 -1.342271 -0.336 -0.292 0.556 -0.18
H 5.534313 3.560618 -0.139056 0.089 0.229 0.026 0.47
H 4.406523 2.513516 2.027653 0.032 0.176 0.127 0.41
H 4.200572 -1.065766 -1.731368 -0.138 -0.115 0.211 0.25
H 3.410234 -1.255818 1.825778 -0.093 -0.057 0.015 0.48
H 2.414722 -2.715574 1.574123 0.063 0.027 -0.128 0.46
C -0.792043 -2.259877 -1.647292 -0.046 0.156 -0.200 -1.13
H -1.166420 -3.281893 -1.703478 -0.016 0.126 0.007 0.57
C -1.970001 -1.288804 -1.838749 0.468 -0.398 -0.142 0.63
O -3.122788 -1.616027 -1.634832 -0.405 -0.090 0.102 -0.66
N -1.578153 -0.077157 -2.258716 0.191 0.503 -0.261 0.04
H -0.581213 0.117664 -2.228658 -0.126 -0.217 0.014 0.21
C -2.483788 1.048153 -2.355527 -0.154 -0.029 -0.042 -1.26
C -2.393864 1.947794 -1.146278 -0.086 -0.013 -0.026 0.87
C -1.160099 2.427610 -0.720522 -0.069 0.039 -0.030 -0.22
C -1.070844 3.229326 0.403116 0.124 0.016 -0.023 -0.67
C -2.212846 3.568298 1.109101 -0.046 0.048 0.097 -0.50
C -3.444612 3.099428 0.687378 -0.049 0.068 0.098 -0.59
C -3.533169 2.289757 -0.431817 0.055 -0.019 -0.107 -0.38
H -4.495151 1.918570 -0.753821 -0.104 -0.074 -0.036 0.35
H -4.339137 3.360607 1.233280 -0.077 0.017 0.056 0.39
H -2.142186 4.196352 1.984835 0.003 0.049 0.075 0.39
H -0.106372 3.592030 0.727425 0.086 0.034 0.025 0.43
H -0.262418 2.166782 -1.262432 0.123 -0.043 -0.031 0.41
H -3.494036 0.643886 -2.451224 0.110 0.116 -0.058 0.47
H -2.235349 1.611775 -3.261844 -0.101 -0.075 0.075 0.29
H -0.046618 -2.094837 -2.430172 -0.078 -0.081 0.074 0.40
H -0.583539 -3.984947 0.273535 0.067 0.029 0.046 0.47
H 0.221082 -2.982696 1.481994 -0.006 -0.051 -0.041 0.17
H -2.658904 -2.526010 0.554214 0.022 -0.053 0.041 0.31
H -2.180090 -3.487163 1.976530 0.010 -0.004 -0.114 0.48
H -2.328412 0.428984 2.364229 -0.015 0.065 -0.063 0.36
H -1.476992 0.059183 0.851597 -0.057 0.034 -0.003 -0.06
```
Positions in Å, forces in eV/Å.

- Structure (SMILES): COCCN(CC(=O)NCc1ccccc1)C(=O)CCC(=O)Nc1nccs1
- Frontier orbital gap: 9.28 eV
- Largest force on an atom: 1.1 eV/Å
- Total energy: -45079.2794 eV
- Charge: 0
- Relative energy (zero: lowest compared OMol25 entry of this formula, charge and spin): 187.9 kJ/mol



Entry from the OMol25 dataset: a structure of composition C26H32BaN4O2PSe2Te (the ωB97M-V functional and the def2-TZVPD basis).

```
69
Properties=species:S:1:pos:R:3:forces:R:3:mulliken_charge:R:1
Ba -1.156944 -0.349700 0.085776 -0.242 0.038 -0.222 1.62
Se -0.441307 2.670633 -0.610199 0.123 -0.136 -0.103 -0.45
P -2.095387 3.002926 0.749303 -0.151 0.022 0.094 0.38
Se -3.711576 1.552702 0.657514 0.136 -0.066 -0.019 -0.57
C -1.481431 3.006673 2.461983 -0.026 0.052 0.013 0.73
C -0.202828 2.580331 2.791158 0.009 -0.018 0.006 -0.26
C 0.193671 2.538898 4.124129 0.001 -0.019 -0.022 -0.64
C -0.679152 2.940687 5.119778 -0.024 0.009 0.009 -0.40
C -1.958856 3.380313 4.790128 0.020 -0.012 0.024 -0.64
C -2.362862 3.406807 3.469077 0.012 -0.001 -0.022 -0.71
C -2.730095 4.678911 0.493160 0.019 0.004 0.004 0.16
C -1.848359 5.742962 0.682464 0.002 -0.007 0.005 -0.44
C -2.290937 7.041974 0.511667 -0.005 0.005 -0.005 -0.65
C -3.611008 7.283231 0.146682 0.005 0.002 0.003 -0.42
C -4.484889 6.225694 -0.045134 -0.004 -0.006 -0.003 -0.59
C -4.046842 4.918754 0.128853 -0.006 -0.008 -0.010 -0.25
H 0.493115 2.290408 2.014330 0.009 0.006 0.005 0.52
H 1.190172 2.195449 4.368845 0.005 0.005 -0.004 0.44
H -0.368450 2.918563 6.156381 0.001 0.003 0.001 0.39
H -2.640096 3.698022 5.568469 -0.003 0.002 -0.002 0.39
H -3.364080 3.733031 3.213463 0.000 0.003 0.000 0.37
H -0.818316 5.550939 0.959803 -0.001 0.000 0.001 0.36
H -1.608452 7.868127 0.660725 0.001 0.000 0.000 0.39
H -3.955401 8.300229 0.011880 0.000 0.000 0.000 0.38
H -5.511463 6.413466 -0.330485 0.000 0.001 0.000 0.39
H -4.724524 4.087649 -0.017164 -0.001 -0.002 0.003 0.21
N 1.607792 -0.539174 -1.075341 -0.045 0.111 0.049 -0.44
C 2.503345 -0.914832 0.038827 -0.064 -0.005 -0.009 0.78
C 3.902317 -0.319533 -0.113182 -0.001 -0.003 -0.007 -0.88
C 4.948202 -0.571822 0.989124 -0.033 -0.013 -0.038 -0.94
C 4.927523 -1.937863 1.673020 -0.010 0.016 -0.001 -0.98
N 3.862449 -1.956260 2.680640 0.000 0.023 -0.006 -0.10
C 3.248058 -3.028050 3.146779 0.031 0.103 -0.004 0.77
N 2.059598 -2.888011 3.738506 -0.075 0.138 -0.079 -0.31
N 3.814402 -4.234683 3.021352 -0.022 -0.002 0.018 -0.40
C 1.769509 -0.546744 1.341298 0.044 -0.178 0.188 0.18
O 2.243585 0.303338 2.095662 0.100 -0.021 0.076 -0.73
O 0.697950 -1.222731 1.561813 0.257 0.101 0.057 -1.02
H 1.895891 -1.000905 -1.930706 -0.011 -0.011 -0.003 0.24
H 1.701151 0.461133 -1.249041 -0.005 -0.020 0.004 0.19
H 2.555313 -2.008139 0.032652 -0.002 -0.007 0.014 0.27
H 3.798871 0.762458 -0.223330 0.007 0.001 -0.003 0.37
H 4.296689 -0.694309 -1.063018 0.002 0.004 -0.001 0.40
H 4.858565 0.193342 1.760942 -0.004 0.005 0.009 0.31
H 5.936442 -0.445986 0.545862 0.002 0.014 0.013 0.46
H 5.891688 -2.118082 2.153728 0.007 0.003 0.000 0.53
H 4.751987 -2.741280 0.951142 -0.010 -0.005 0.028 0.48
H 3.460960 -1.049674 2.916619 -0.097 -0.060 -0.114 0.27
H 1.463873 -2.112692 3.443955 0.070 -0.157 0.026 0.13
H 1.634336 -3.663550 4.215481 -0.021 0.021 -0.009 0.23
H 4.797706 -4.315808 2.829515 0.001 0.006 -0.003 0.23
H 3.320543 -5.065511 3.294861 -0.008 -0.002 -0.011 0.21
C -3.276546 -3.016481 -3.593822 0.000 -0.007 0.005 -1.05
Te -2.165036 -1.199467 -3.386964 -0.005 0.073 0.030 -0.04
C -0.566020 -2.295221 -4.293816 0.009 -0.002 -0.002 -1.00
C -1.223104 -3.477023 -4.964688 -0.002 0.001 0.002 0.58
C -0.535510 -4.226768 -5.915025 0.004 -0.003 0.002 -0.71
C -1.139562 -5.314091 -6.522518 0.001 0.000 0.000 -0.53
C -2.440856 -5.661587 -6.183298 -0.001 0.000 0.001 -0.54
C -3.129972 -4.919246 -5.239736 0.001 -0.006 0.002 -0.71
C -2.527896 -3.824447 -4.625562 -0.002 0.001 0.002 0.55
H -4.283268 -2.770108 -3.923166 0.001 0.000 -0.001 0.51
H -3.339317 -3.536178 -2.639456 -0.002 0.001 0.001 0.39
H 0.152009 -2.611989 -3.537880 0.002 0.002 0.001 0.40
H -0.060829 -1.651714 -5.010960 -0.002 -0.001 -0.001 0.54
H 0.475240 -3.947825 -6.188038 0.000 0.000 0.001 0.42
H -0.601512 -5.883608 -7.268415 0.000 -0.001 0.001 0.40
H -2.921404 -6.503583 -6.663129 0.000 -0.001 0.001 0.40
H -4.148864 -5.182974 -4.983277 0.000 0.000 0.002 0.43
```
Positions in Å, forces in eV/Å.

- Frontier orbital gap: 7.24 eV
- Largest force on an atom: 0.3 eV/Å
- Total energy: -185505.2920 eV
- Charge: +1
- Relative energy (zero: lowest compared OMol25 entry of this formula, charge and spin): 34.7 kJ/mol